This record from OMol25 describes a cluster of 11 separate species, C50H120N2O6 in total at a distorted geometry. The level of theory is wB97M-V/def2-TZVPD.

```
178
C50H120N2O6 (wB97M-V/def2-TZVPD)
C 0.1300 4.2626 0.9575
C -0.8257 3.5430 -0.0800
C -1.7817 2.6185 0.5480
C -2.6627 1.8727 -0.4355
C -3.6241 0.8331 0.1687
C -4.4198 0.1710 -0.9959
H 0.4900 5.1546 0.4449
H 0.9648 3.6071 1.2056
H -0.3524 4.5396 1.8948
H -1.4377 4.1569 -0.7408
H -0.3303 2.9317 -0.8343
H -2.4985 3.0976 1.2150
H -1.3322 1.9431 1.2760
H -3.1680 2.6849 -0.9580
H -2.0077 1.4603 -1.2030
H -3.0232 0.0470 0.6260
H -4.1894 1.1108 1.0583
H -3.7613 -0.4260 -1.6268
H -5.1694 -0.4518 -0.5077
H -4.9552 0.8710 -1.6375
C -4.1872 -5.8232 5.6970
C -5.4078 -6.7045 5.3362
C -5.2269 -8.1900 4.9043
C -4.7471 -9.1066 6.0505
C -4.0580 -10.4724 5.5181
C -3.4042 -11.2192 6.5614
H -4.3782 -4.7882 5.9805
H -3.4656 -5.7006 4.8893
H -3.6012 -6.3314 6.4628
H -6.0402 -6.6175 6.2198
H -5.8306 -6.1108 4.5258
H -4.4431 -8.2867 4.1531
H -6.1403 -8.5462 4.4279
H -3.9793 -8.6307 6.6606
H -5.5959 -9.3322 6.6961
H -4.8899 -11.0531 5.1196
H -3.3738 -10.1336 4.7401
H -2.9672 -12.0624 6.0264
H -2.5676 -10.7286 7.0588
H -4.1273 -11.5575 7.3036
C -10.0759 -4.5667 -6.3620
C -10.4403 -5.5552 -5.2291
C -10.0285 -7.0238 -5.3386
C -9.9551 -7.6904 -3.9391
C -9.7560 -9.1867 -4.1368
C -9.2126 -9.8692 -2.8280
H -9.0256 -4.2848 -6.4365
H -10.6454 -3.6404 -6.2858
H -10.3699 -5.0622 -7.2873
H -10.0659 -5.1626 -4.2837
H -11.5159 -5.4659 -5.0767
H -9.0873 -7.0650 -5.8867
H -10.5313 -7.6979 -6.0322
H -9.0509 -7.2650 -3.5037
H -10.9027 -7.4699 -3.4476
H -10.5777 -9.7470 -4.5828
H -8.9629 -9.3761 -4.8601
H -8.3202 -9.4691 -2.3468
H -9.9001 -9.8208 -1.9835
H -9.0090 -10.9183 -3.0427
C -1.1297 -1.0840 -11.2532
C -1.7153 -0.1350 -10.1581
C -2.0805 1.2967 -10.6941
C -2.7740 2.1697 -9.6390
C -4.1693 1.6179 -9.3058
C -4.9870 2.5266 -8.3676
H -1.7830 -1.1967 -12.1185
H -0.9280 -2.0792 -10.8570
H -0.1802 -0.7343 -11.6585
H -2.6003 -0.5413 -9.6685
H -1.0056 -0.0385 -9.3365
H -2.6228 1.1160 -11.6223
H -1.1756 1.7581 -11.0895
H -2.0086 2.3941 -8.8961
H -2.9276 3.1528 -10.0840
H -4.6167 1.4995 -10.2927
H -4.0876 0.6608 -8.7906
H -4.5521 2.7403 -7.3912
H -5.1352 3.5527 -8.7041
H -5.9521 2.1004 -8.0936
C 4.0537 -1.4478 3.2465
C 5.2380 -1.1881 4.2449
C 4.9229 -0.2412 5.4169
C 6.0101 -0.4534 6.5641
C 7.4186 0.1503 6.2871
C 8.4242 -0.1527 7.4559
H 3.9662 -0.6203 2.5424
H 3.1091 -1.6518 3.7507
H 4.3119 -2.4016 2.7865
H 5.5473 -2.1502 4.6533
H 6.1255 -0.9067 3.6780
H 3.9382 -0.4938 5.8102
H 5.0727 0.8075 5.1599
H 5.5692 0.0546 7.4218
H 6.1610 -1.4928 6.8555
H 7.8271 -0.2159 5.3452
H 7.4025 1.2330 6.1624
H 9.4312 0.1405 7.1594
H 8.3484 0.4681 8.3487
H 8.3818 -1.1903 7.7870
C 9.9031 2.9967 -0.5157
C 10.4924 1.9059 -1.3942
C 11.6832 1.2604 -0.7060
C 12.1856 -0.0143 -1.3899
C 12.8966 0.1832 -2.7274
C 13.3101 -1.1881 -3.3937
H 9.1145 3.3957 -1.1537
H 10.6358 3.7102 -0.1387
H 9.4238 2.6894 0.4138
H 9.7332 1.1446 -1.5738
H 10.8123 2.3132 -2.3533
H 11.3800 0.9617 0.2974
H 12.4580 2.0242 -0.6397
H 12.9244 -0.5138 -0.7632
H 11.4498 -0.8135 -1.4788
H 12.1845 0.6451 -3.4113
H 13.7237 0.8927 -2.7034
H 14.0594 -1.6987 -2.7887
H 12.3801 -1.7541 -3.3393
H 13.5359 -0.9825 -4.4400
C -0.4607 -5.9843 -1.9824
C -0.3244 -6.3431 -3.5242
C 1.1263 -6.5399 -4.1134
C 1.9155 -5.2095 -4.1133
C 3.4420 -5.3202 -3.8900
C 4.1355 -3.9777 -4.0144
H 0.1049 -5.0822 -1.7492
H -0.0060 -6.7844 -1.3983
H -1.4781 -5.6894 -1.7255
H -0.8521 -7.2749 -3.7280
H -0.7452 -5.4509 -3.9878
H 1.1299 -7.0587 -5.0720
H 1.6267 -7.3144 -3.5322
H 1.7538 -4.6327 -5.0239
H 1.6001 -4.5545 -3.3011
H 3.8267 -5.8235 -3.0030
H 3.8355 -6.0236 -4.6238
H 3.9408 -3.3413 -3.1512
H 5.2175 -4.0762 -4.1019
H 3.9402 -3.5223 -4.9853
C 3.5827 7.1976 9.3013
C 4.9713 7.1514 9.8687
O 5.8252 7.9220 9.1518
O 2.8741 8.4124 9.5636
H 3.1198 6.3236 9.7595
H 3.5568 6.9880 8.2320
H 5.3026 6.1244 10.0226
H 4.9251 7.5090 10.8973
H 6.7198 7.6776 9.4000
H 2.3367 8.2726 10.3468
C 2.6978 12.9775 1.6542
C 3.4261 12.6125 0.3799
O 4.7288 12.9947 0.4682
O 2.9824 11.9916 2.6296
H 1.6245 13.0952 1.5050
H 3.0199 13.9476 2.0327
H 2.9715 13.1819 -0.4309
H 3.4097 11.5412 0.1799
H 5.1511 12.5640 1.2150
H 3.9240 11.9412 2.8095
O -6.2170 7.6653 8.2486
C -5.0710 7.8037 7.8932
N -4.2869 8.8112 8.3175
C -4.5035 6.8547 6.8552
H -4.7784 9.4586 8.9170
H -3.2933 8.9274 8.1782
H -4.6159 5.7907 7.0632
H -3.4792 7.2063 6.7314
H -5.1355 6.9996 5.9790
O -3.0861 10.5300 -1.6374
C -3.9826 9.8631 -1.1109
N -4.9516 9.4432 -1.9148
C -4.0559 9.7767 0.3954
H -5.7349 8.9653 -1.4927
H -4.8820 9.6602 -2.8987
H -3.8269 8.7446 0.6610
H -4.9920 10.1491 0.8115
H -3.2830 10.4513 0.7638
```

Properties
- Molecular weight: 845.5 g/mol
- 2S+1: 1
- Relative energy (zero: lowest compared OMol25 entry of this formula, charge and spin): 0.00 kJ/mol
- Calculated total energy: -2537.824693 Ha
- HOMO energy: -9.55 eV

---

This record from OMol25 describes a structure of composition C50H122N4O20 at a distorted geometry. The level of theory is wB97M-V/def2-TZVPD.

```
196
C50H122N4O20 (wB97M-V/def2-TZVPD)
O 13.8651 -16.9935 -9.8808
H 13.5787 -16.6411 -10.7235
H 13.0911 -16.9348 -9.3207
O 15.9980 -21.4545 -13.8387
H 16.5474 -20.6737 -13.9070
H 15.8297 -21.5482 -12.9010
C 13.6964 -11.4280 -15.2499
C 14.4622 -12.5700 -14.5784
C 14.0047 -14.0047 -15.0105
C 14.5277 -14.4855 -16.4240
C 16.0684 -14.4415 -16.3701
C 16.5953 -13.0402 -15.9775
N 15.8959 -12.4865 -14.8038
O 16.4443 -11.3053 -14.1905
C 18.0494 -13.3050 -15.5921
C 16.6856 -12.0006 -17.1557
C 14.1692 -12.5499 -13.0996
H 13.8745 -10.4381 -14.8298
H 12.6177 -11.5841 -15.2399
H 14.0169 -11.3093 -16.2849
H 14.2913 -14.7223 -14.2417
H 12.9163 -14.0123 -15.0688
H 14.0353 -13.8199 -17.1330
H 14.2891 -15.5426 -16.5411
H 16.4113 -14.6658 -17.3802
H 16.5859 -15.2483 -15.8510
H 18.7285 -13.6442 -16.3743
H 18.5180 -12.4097 -15.1835
H 18.0636 -14.0977 -14.8441
H 16.8957 -12.5066 -18.0980
H 15.6912 -11.5862 -17.3217
H 17.2999 -11.1068 -17.0469
H 14.5731 -11.6085 -12.7272
H 14.5136 -13.3546 -12.4501
H 13.0999 -12.5216 -12.8902
H 16.0286 -10.5824 -14.6661
C 14.4556 -17.5584 -17.1961
C 15.8716 -17.6167 -17.8212
C 15.7209 -16.6710 -19.0023
C 17.1272 -16.2846 -19.5460
C 18.1188 -15.8418 -18.4986
C 18.1638 -16.7162 -17.1866
N 16.7890 -17.0626 -16.8071
O 16.7703 -17.7486 -15.5979
C 19.0519 -17.9563 -17.3381
C 18.6694 -15.7817 -16.0969
C 16.0953 -19.0404 -18.2698
H 14.2532 -18.2481 -16.3766
H 13.6654 -17.6866 -17.9358
H 14.4391 -16.5866 -16.7027
H 15.2873 -17.1656 -19.8715
H 15.2022 -15.7309 -18.8145
H 17.0422 -15.5461 -20.3431
H 17.6067 -17.0816 -20.1143
H 18.0383 -14.7761 -18.2843
H 19.1082 -16.0356 -18.9130
H 20.0547 -17.7771 -16.9503
H 18.5561 -18.7876 -16.8367
H 19.1934 -18.1862 -18.3941
H 19.5227 -15.1649 -16.3791
H 17.9792 -14.9665 -15.8799
H 19.0189 -16.2773 -15.1912
H 16.8515 -19.0999 -19.0526
H 15.1982 -19.4413 -18.7414
H 16.3892 -19.7598 -17.5054
H 16.2151 -17.2212 -15.0190
C 14.5915 -12.8184 -10.6097
C 16.1272 -12.6914 -10.4507
C 16.4948 -14.0711 -9.8507
C 18.0043 -14.4137 -9.8800
C 18.5445 -14.1132 -11.2818
C 18.1115 -12.7947 -12.0202
N 16.6722 -12.5736 -11.8160
O 16.2170 -11.4868 -12.4227
C 18.9984 -11.6314 -11.4097
C 18.3394 -13.0212 -13.4977
C 16.5501 -11.6332 -9.3855
H 14.1075 -12.9614 -9.6436
H 14.2017 -13.4762 -11.3865
H 14.0696 -11.9095 -10.9092
H 16.1193 -14.1119 -8.8282
H 15.9255 -14.8407 -10.3720
H 18.1611 -15.4328 -9.5265
H 18.5124 -13.8045 -9.1325
H 18.4107 -14.9786 -11.9309
H 19.6207 -14.0926 -11.1104
H 19.2941 -11.7078 -10.3633
H 19.8506 -11.3630 -12.0340
H 18.5007 -10.6821 -11.6075
H 18.3247 -12.0975 -14.0761
H 19.3507 -13.4262 -13.5355
H 17.7138 -13.7555 -14.0052
H 16.4814 -10.6799 -9.9095
H 17.6290 -11.7802 -9.3367
H 16.0503 -11.5702 -8.4188
H 15.8594 -11.8219 -13.2481
C 14.2968 -19.0306 -14.6026
C 14.8162 -18.0424 -13.5098
C 15.4573 -18.7558 -12.3158
C 16.1662 -17.9400 -11.2290
C 17.2037 -17.0772 -11.9224
C 16.7167 -16.2876 -13.1679
N 15.7361 -17.0406 -14.0936
O 15.0815 -16.3399 -15.0621
C 16.0740 -14.9313 -12.6320
C 17.9822 -15.9386 -14.0134
C 13.5023 -17.3982 -12.9302
H 13.8224 -18.4295 -15.3784
H 13.6256 -19.7535 -14.1389
H 15.0959 -19.6603 -14.9936
H 14.6680 -19.3586 -11.8666
H 16.2037 -19.4392 -12.7207
H 16.7556 -18.6553 -10.6553
H 15.5423 -17.4061 -10.5122
H 18.0602 -17.6852 -12.2135
H 17.5462 -16.3218 -11.2152
H 16.7572 -14.3792 -11.9867
H 15.8999 -14.2577 -13.4712
H 15.1647 -15.1315 -12.0653
H 18.6268 -16.8045 -14.1648
H 17.7454 -15.5495 -15.0037
H 18.5836 -15.1784 -13.5150
H 12.7244 -18.1265 -12.7010
H 13.0373 -16.6579 -13.5812
H 13.7124 -16.8862 -11.9911
H 14.5839 -15.7115 -14.5337
C 16.5624 -15.6430 -7.8151
C 15.8458 -16.0729 -9.0859
O 15.5229 -17.4461 -9.0453
O 17.9286 -16.0243 -7.6136
H 15.9866 -15.8481 -6.9126
H 16.5541 -14.5557 -7.7379
H 16.4287 -15.9393 -9.9973
H 14.8792 -15.5692 -9.0725
H 14.6073 -17.4153 -9.3323
H 18.4124 -15.2715 -7.2658
C 12.9931 -20.8522 -15.6455
C 13.3881 -19.8651 -16.7854
O 12.9236 -20.3125 -18.0445
O 13.4352 -22.2265 -15.8177
H 11.9133 -20.9022 -15.5049
H 13.3837 -20.4248 -14.7220
H 14.4725 -19.7732 -16.8465
H 13.0339 -18.8469 -16.6248
H 13.1214 -19.6940 -18.7516
H 13.2995 -22.4961 -16.7290
C 17.9293 -19.3364 -8.9091
C 19.0531 -18.3008 -8.6201
O 18.8382 -17.0097 -9.0783
O 16.7360 -18.8466 -8.2714
H 18.2857 -20.3326 -8.6470
H 17.8021 -19.4134 -9.9889
H 20.0332 -18.6748 -8.9160
H 19.2058 -18.1458 -7.5520
H 18.0076 -16.6947 -8.7141
H 16.4345 -17.9919 -8.5879
C 14.1433 -20.1329 -9.5016
C 12.9551 -20.6231 -10.3706
O 13.1170 -20.4209 -11.7666
O 13.8274 -20.1524 -8.1635
H 14.4196 -19.1222 -9.8022
H 14.9978 -20.8063 -9.5679
H 12.0337 -20.0568 -10.2348
H 12.9065 -21.6402 -9.9818
H 13.9652 -20.8475 -11.9088
H 13.8103 -21.0809 -7.9203
C 18.8440 -19.2590 -15.2598
C 18.0408 -19.5082 -13.9359
O 18.1210 -20.8477 -13.4446
O 20.2273 -19.4569 -15.0576
H 18.7378 -18.2413 -15.6356
H 18.4292 -19.8790 -16.0546
H 16.9972 -19.2352 -14.0927
H 18.4487 -18.8864 -13.1389
H 18.9350 -21.0025 -12.9598
H 20.3291 -20.3297 -14.6712
C 21.5872 -15.8407 -13.3005
C 20.1668 -15.4566 -12.8699
O 19.4114 -16.5016 -12.1534
O 21.6207 -17.2094 -13.8158
H 22.2487 -15.6058 -12.4666
H 21.7345 -15.1469 -14.1281
H 19.6571 -15.3853 -13.8307
H 20.1128 -14.5059 -12.3395
H 19.7591 -16.4908 -11.2587
H 20.9237 -17.6334 -13.3098
C 10.1229 -19.5192 -11.5447
C 10.9468 -19.0576 -12.8431
O 11.7553 -20.2109 -13.2633
O 9.2778 -18.4311 -11.1292
H 10.7451 -19.9419 -10.7558
H 9.4915 -20.3844 -11.7471
H 11.5764 -18.2170 -12.5516
H 10.2776 -18.7587 -13.6500
H 12.3800 -20.3857 -12.5556
H 8.5266 -18.6834 -10.5873
```

Properties
- Molecular weight: 1099.5 g/mol
- 2S+1: 1
- Relative energy (zero: lowest compared OMol25 entry of this formula, charge and spin): 5708.20 kJ/mol
- Calculated total energy: -3699.624906 Ha
- HOMO energy: -6.91 eV